## w
5 unconnected molecules or ions with the total composition C3H14O5, computed with ωB97M-V/def2-TZVPD.

The geometry in XYZ format:
```
22
Properties=species:S:1:pos:R:3
C -1.024 -0.339 2.777
H -1.821 -0.961 3.216
H -1.506 -1.592 -0.472
H -2.391 0.199 -2.849
H 0.353 -0.350 -3.315
O -1.129 0.781 0.575
H -0.344 1.289 0.774
C -1.209 -0.394 1.273
C -1.527 -1.510 0.609
H 2.225 1.040 0.907
O -1.649 0.662 -2.474
H 2.452 2.503 1.388
H -1.858 -2.347 1.223
H -0.032 -0.739 3.029
H 1.633 0.394 -3.251
O 1.895 1.724 1.516
H -1.128 0.687 3.149
H 1.784 -0.770 -0.941
H 2.334 -1.672 0.238
H -1.737 0.615 -1.521
O 1.283 -0.480 -3.073
O 2.378 -0.806 -0.180
```

As for the total charge: 0. The calculation puts the HOMO energy at -9.01 eV. As for the lowest unoccupied orbital energy: 0.6 eV. The orbital gap is 9.61 eV.

## x
5 unconnected molecules or ions with the total composition C3H14O5, computed with ωB97M-V/def2-TZVPD.

The geometry in XYZ format:
```
22
Properties=species:S:1:pos:R:3
H 1.858 -1.784 -1.313
C -1.741 0.453 -0.359
O 2.248 -1.289 -0.562
O 1.302 -0.080 3.213
O 2.586 1.298 -2.047
H -0.218 -0.654 -1.486
H 1.971 -0.685 2.935
H -2.076 2.621 -0.939
H 0.792 0.300 2.377
H 2.141 1.666 -1.280
O -0.951 -1.680 0.072
H -0.745 -1.166 3.578
H -2.495 1.511 -2.158
H -1.352 -1.438 2.140
O -1.485 -1.203 3.072
C -1.759 1.540 -1.261
H -2.478 0.282 0.385
H 3.138 1.999 -2.416
H -1.296 -2.431 -0.520
H -0.796 1.690 -1.858
C -0.906 -0.557 -0.658
H 2.263 -0.392 -0.916
```

As for the total charge: 0. The calculation puts the HOMO energy at -9.10 eV. As for the lowest unoccupied orbital energy: 0.3 eV. The orbital gap is 9.36 eV.

Which of them is most stable? Easy: w.

## w
3 unconnected molecules or ions with the total composition CH2ClNO2S2, computed with ωB97M-V/def2-TZVPD.

The geometry in XYZ format:
```
9
Properties=species:S:1:pos:R:3
S 1.256 -2.833 -0.614
S -1.214 -1.553 1.182
O 0.710 -3.288 -1.885
H 0.380 1.545 0.427
H 3.274 0.190 0.285
Cl 2.860 1.244 0.877
N -0.372 1.034 0.824
O 2.124 -1.648 -0.686
C -0.847 -0.068 0.832
```

As for the total charge: 0. The calculation puts the HOMO energy at -9.84 eV. As for the lowest unoccupied orbital energy: -1.4 eV. The orbital gap is 8.40 eV.

## x
A single CH2ClNO2S2 molecule, computed with ωB97M-V/def2-TZVPD.

The geometry in XYZ format:
```
9
Properties=species:S:1:pos:R:3
H -0.975 1.296 -0.831
O -0.897 1.165 1.307
N 0.015 -0.641 -0.277
S 2.538 -1.154 0.462
C 1.380 -0.293 -0.215
O -2.246 -0.490 0.110
H -0.287 -1.561 0.175
Cl 1.612 1.263 -0.872
S -1.140 0.416 0.141
```

As for the total charge: 0. The calculation puts the HOMO energy at -9.88 eV. As for the lowest unoccupied orbital energy: -0.8 eV. The orbital gap is 9.10 eV.

Which of them is most stable? Easy: w.

## w
A molecular structure, C17H41BrN6O10P4SiV, computed with ωB97M-V/def2-TZVPD.

The geometry in XYZ format:
```
81
Properties=species:S:1:pos:R:3
H 0.254 -4.788 0.018
C 3.779 -0.315 2.436
H -0.333 -1.234 5.573
C 0.414 3.741 -2.189
H 0.344 3.041 4.224
N -0.531 1.840 -0.120
H -0.174 -5.113 1.705
O -0.090 0.297 2.453
O 0.842 -2.440 -3.356
C -1.695 4.991 2.310
P 1.180 -0.272 3.072
C -0.840 3.975 2.715
H 3.568 -2.158 -0.584
H 0.303 4.820 4.335
H 3.712 -1.233 3.017
O -0.953 -0.861 -0.923
C 2.139 -0.148 5.572
V -0.610 0.086 0.685
H 0.701 -1.501 -3.147
C -1.828 3.907 0.180
H 1.187 0.045 -1.798
P 0.339 -3.366 -2.168
C 3.567 -3.115 -0.063
C 2.579 -4.291 1.820
H -1.064 0.084 4.621
C -0.282 3.925 4.114
H 1.864 -4.178 2.633
H 0.433 3.930 -3.266
Si -0.330 2.021 -1.838
H -3.823 -1.428 -2.232
H 1.441 3.786 -1.820
H 3.389 2.347 2.054
O -1.217 -3.078 -2.044
N -0.468 2.995 1.899
H -2.767 1.564 -2.022
O 1.070 -2.732 -0.931
H 3.875 -0.590 1.380
Br -2.958 0.492 1.113
O -2.889 -1.285 -2.443
H -0.840 -3.464 3.171
H 3.370 -3.907 -0.796
H 1.619 2.199 1.916
H 4.676 0.239 2.734
N 2.609 0.516 2.673
H 1.897 1.327 -2.784
H -1.966 1.083 -3.509
H 4.553 -3.278 0.380
H -2.879 5.701 0.665
C -0.260 -0.169 5.310
N 2.587 -3.086 1.014
H -0.952 -1.771 2.715
O 0.630 -4.778 -2.389
H 2.195 -1.220 5.816
H -2.297 2.794 -3.209
H -1.979 5.785 2.990
N 1.022 0.172 4.706
H 0.579 0.360 -3.448
C -2.190 4.941 1.015
H -0.392 0.417 6.225
H 2.035 0.408 6.508
H -0.144 4.546 -1.712
H -1.101 3.867 4.834
N -0.247 -3.072 1.183
C -0.396 -4.488 0.834
C -1.995 1.855 -2.738
O -2.895 -2.528 -0.242
P -2.024 -1.890 -1.231
C 0.965 0.821 -2.533
C -1.079 -2.777 2.352
H 2.339 -5.188 1.234
H -1.429 -4.659 0.525
C -0.939 2.920 0.647
H 2.667 1.384 0.741
O 1.296 -0.814 0.522
H 3.572 -4.427 2.257
C 2.564 1.676 1.794
H 3.068 0.149 5.089
H -2.118 -2.909 2.061
O 1.289 -1.776 2.977
H -2.253 3.819 -0.812
P 1.136 -2.298 0.690
```

As for the total charge: -1. The calculation puts the HOMO energy (spin up / spin down) at -4.87 / -5.31 eV. As for the lowest unoccupied orbital energy (spin up / spin down): 2.7 / 2.7 eV. As for the multiplicity: 3. The orbital gap (spin up / spin down) is 7.54 / 7.97 eV.

## x
A molecular structure, C17H41BrN6O10P4SiV, computed with ωB97M-V/def2-TZVPD.

The geometry in XYZ format:
```
81
Properties=species:S:1:pos:R:3
C -2.220 1.892 -2.218
H 4.425 0.994 -1.392
O 4.195 0.400 3.064
H 4.644 1.164 3.439
H -1.402 1.875 -1.507
P 0.804 0.455 3.593
H 2.078 -0.387 -4.456
H -4.546 -2.157 -2.420
V 0.822 -0.463 0.571
P -2.280 -0.682 -1.637
O -3.657 -0.637 -0.781
N -2.456 0.543 -2.733
H -6.536 -1.010 -1.075
H -3.110 2.297 -1.720
H -4.326 -2.881 2.005
H -1.319 3.797 1.085
H -0.731 2.315 1.836
H 1.402 -1.875 -3.789
H 4.286 1.045 -3.156
H -2.112 -1.165 3.439
H 3.715 -2.198 -0.244
C -3.697 -2.812 -2.599
C 4.371 0.379 -2.295
H -2.866 0.389 3.112
H -2.553 -3.039 1.982
H -0.357 -2.342 -2.473
O 1.390 -0.175 4.786
C -6.505 0.876 0.903
Br 0.530 -2.958 0.531
H -0.146 1.753 4.964
H -6.854 1.286 -0.054
H -3.377 1.184 -4.482
C -3.402 -2.530 1.525
C -6.276 -1.341 -0.060
C -3.014 -0.685 3.064
O 1.874 1.434 2.846
H -3.758 -3.660 -1.906
P -3.992 -0.044 0.688
H 0.123 4.807 -0.832
H -1.233 -3.745 -1.900
C -0.427 3.204 1.295
H -3.870 -0.975 3.689
Si 2.938 -0.833 -2.140
N -3.218 -1.099 1.676
C 0.464 3.791 -0.981
H 2.841 -3.201 -1.391
O 3.644 1.958 1.115
H -7.381 0.586 1.490
C -3.559 0.475 -3.673
H 0.241 3.787 1.930
C -1.255 -2.933 -2.629
H -3.626 -0.522 -4.107
H -7.194 -1.660 0.440
H 4.502 -2.681 -1.763
H 3.055 -1.860 -4.411
C 2.311 -1.275 -3.863
H 1.982 1.776 -3.252
H 1.245 4.124 -2.953
H -4.521 0.728 -3.206
H -3.423 -2.807 0.471
N -5.647 -0.283 0.705
O -1.029 -0.578 -0.881
H -5.622 -2.206 -0.143
H 5.313 -0.167 -2.389
C 1.093 3.401 -2.160
C 1.320 1.194 -1.278
P 3.127 0.877 1.968
O -3.642 1.361 0.914
H -1.945 2.546 -3.047
C 1.510 2.102 -2.337
O 0.156 -0.359 2.484
O 2.617 -0.434 1.373
H -1.257 -3.341 -3.644
N -2.444 -2.100 -2.446
C 3.554 -2.380 -1.308
N 1.668 -0.105 -1.209
H -3.777 -3.206 -3.617
O -0.320 1.526 4.044
N 0.701 1.598 -0.134
C 0.267 2.848 0.019
H -5.961 1.654 1.429
```

As for the total charge: -1. The calculation puts the HOMO energy (spin up / spin down) at -5.00 / -5.04 eV. As for the lowest unoccupied orbital energy (spin up / spin down): 2.2 / 2.2 eV. As for the multiplicity: 3. The orbital gap (spin up / spin down) is 7.17 / 7.21 eV.

Which of them is most stable? Easy: x.